150
Properties=species:S:1:pos:R:3:lowdin_charge:R:1 method="wB97M-V/def2-TZVPD" e_tot_ha=-3449.85803 total_charge=-1 e_lumo_ev=1.781 multiplicity=1 homo_lumo_gap_ev=5.41
P 0.76339 -1.57129 -1.57919 0.77
Al -0.75347 0.04672 -2.40673 0.25
O -0.09934 3.14412 -4.62325 0.11
O -1.16625 4.73349 -2.34293 -0.12
O 3.75919 8.37009 -1.09943 -0.13
O -4.99312 3.42009 -5.30567 -0.13
O 2.68699 -0.72574 -6.10270 -0.13
O -0.33278 -3.62173 9.01841 -0.13
O 4.01713 6.10229 1.91101 -0.13
O -3.32894 -4.46594 1.33997 -0.14
O -2.27528 2.25506 -4.35906 0.08
O 4.67864 4.46265 -6.17527 -0.12
O 6.20330 5.83123 -2.01259 -0.14
O 1.05910 -9.51475 6.98683 -0.13
O 2.22508 3.61284 -2.75243 -0.13
O -5.72253 -5.96273 1.75670 -0.14
O -2.53790 -3.02916 -1.76761 0.08
O -4.17337 -1.15982 9.13054 -0.13
O -2.72474 2.53417 7.00651 -0.14
O 0.64157 -9.57042 2.93523 -0.14
O 6.76093 8.21073 -7.85215 -0.13
O -1.87098 -6.19714 5.82871 -0.13
O -3.69644 -1.59401 -0.29574 0.09
O -1.61694 -5.62938 -2.05023 -0.13
O -3.95349 2.75367 -1.43941 -0.13
O -1.56594 -3.09092 5.45828 -0.13
C -4.26164 2.70467 -0.05975 -0.16
C -0.91093 -6.68347 6.76278 -0.15
C 2.97929 8.58727 -2.26926 -0.15
C -0.91145 -6.48192 -1.18418 -0.18
C 2.94134 4.68210 -3.35379 -0.15
C 5.77445 5.40075 -0.71586 -0.15
C 1.79215 -9.09038 2.23699 -0.15
C -2.24258 -4.27171 2.25138 -0.11
C 2.40881 0.72422 -1.41666 -0.22
C -2.62860 -3.15017 6.41530 -0.14
C -0.29771 0.63871 -4.31899 -0.12
C -3.56643 2.73695 5.87317 -0.16
C 1.74532 -2.15404 -3.03161 -0.39
C 0.37937 -4.51217 9.87124 -0.16
C 5.38176 5.56278 -6.74097 -0.16
C -4.43701 -0.15316 8.15132 -0.17
C 1.98603 -9.14164 5.96985 -0.16
C 5.96954 8.42473 -9.01497 -0.17
C -5.75323 2.86743 -6.36738 -0.17
C 1.80326 -0.54278 -7.20063 -0.16
C -0.21463 5.05647 -1.33016 -0.14
C -5.26491 -7.29333 1.62144 -0.18
C 2.10628 -0.60275 -0.72499 -0.51
C 2.62507 6.24642 1.62294 -0.14
C -2.69832 -0.56289 -2.40043 -0.11
B -0.88438 2.02298 -4.43822 -0.84
B -2.97046 -1.73477 -1.49730 -0.81
H -4.51159 3.69689 0.33294 0.07
H 0.53006 -10.24130 6.64595 0.07
H 7.52180 7.67984 -8.10375 0.07
H 2.13733 9.22083 -2.00140 0.07
H 2.64866 -9.97689 5.72557 0.08
H -3.51451 -3.50317 5.89450 0.09
H -5.02958 -0.56028 7.32689 0.08
H -2.94069 -0.79410 -3.43387 0.06
H -4.96096 0.69964 8.58855 0.08
H -6.09632 -7.95425 1.86178 0.07
H 2.23434 -1.30691 -3.49445 -0.01
H 1.76671 -9.41366 1.19694 0.07
H -0.65023 1.34018 -1.42308 -0.02
H 2.32635 0.59219 -2.48610 0.04
H -2.38430 -3.84523 7.21999 0.07
H 1.84364 3.07661 -3.45973 0.06
H -3.37583 2.33714 0.45211 0.08
H -1.95698 2.03450 6.71321 0.07
H -3.10785 -3.41888 -2.44282 0.11
H -0.97597 -6.11683 7.69862 0.06
H 5.11487 9.02301 -8.71233 0.08
H 0.97776 0.06481 -6.83963 0.06
H 2.28388 7.26184 1.83734 0.08
H -3.91628 1.78892 5.45566 0.08
H -0.61591 5.79733 -0.62905 0.07
H 0.00988 4.13815 -0.79728 0.08
H -0.50299 3.85369 -4.09726 0.07
H 2.67277 -9.50343 2.72243 0.07
H -3.28511 0.30155 -2.11547 0.03
H -4.59326 -1.34648 -0.55156 0.09
H 1.10459 -2.61782 -3.76439 0.02
H 4.72109 6.19904 -7.33479 0.07
H -4.97186 -5.38664 1.54045 0.03
H 3.00104 -1.20958 -0.78227 0.05
H 6.62574 5.17214 -0.07043 0.08
H -1.94284 -5.24618 2.63172 0.08
H 2.03135 5.53004 2.19655 0.08
H -4.25368 2.82266 -5.12657 0.04
H -3.48569 0.19373 7.76642 0.06
H 1.68839 1.47936 -1.14263 0.02
H 0.70407 5.43115 -1.78245 0.06
H -0.27871 -4.96500 10.61737 0.08
H 3.75475 4.31786 -3.97633 0.06
H -2.83211 -2.16381 6.83580 0.06
H 4.14449 6.27463 2.84741 0.07
H -4.72029 3.07319 -1.92716 0.08
H 4.31276 3.93401 -6.89016 0.08
H -1.39235 -3.80315 1.75008 0.09
H -5.15606 2.77388 -7.27868 0.07
H -6.16004 1.88587 -6.10654 0.07
H 2.59551 7.63455 -2.64307 0.06
H -5.09137 2.02003 0.14740 0.07
H -1.93551 -4.87693 -1.53123 0.04
H 3.35456 5.29191 -2.54906 0.06
H -1.55402 -6.86859 -0.38122 0.07
H 0.78645 -5.29938 9.24311 0.07
H -4.44142 -7.50866 2.31207 0.07
H -1.13205 -7.72620 6.96702 0.07
H 5.12231 4.52746 -0.78530 0.08
H -2.58303 2.33878 -3.44274 0.07
H -0.05164 -5.97389 -0.73509 0.08
H -3.57971 -3.58724 1.01729 0.07
H 1.82917 -0.45427 0.30738 0.04
H 4.49202 7.80128 -1.35964 0.05
H -0.81469 -0.07419 -4.95055 0.05
H 3.39333 1.11349 -1.18007 0.06
H 6.21450 5.22525 -7.36758 0.07
H 1.20484 -4.00761 10.38042 0.07
H 3.42636 -1.26790 -6.39004 0.07
H -0.55003 -7.32251 -1.77517 0.07
H -3.05810 3.30279 5.08962 0.08
H 1.84222 -8.00010 2.27442 0.08
H -2.54925 -3.64763 3.09132 0.06
H 5.21591 6.21545 -0.26852 0.04
H 2.58192 -8.31973 6.35885 0.08
H -0.13277 -9.19549 2.50370 0.08
H -4.42607 3.30728 6.21418 0.08
H 2.48632 6.04934 0.56423 0.07
H -1.64553 -5.27286 5.65776 0.03
H 6.52257 8.96831 -9.78600 0.07
H 5.60553 7.48254 -9.43461 0.07
H -0.70482 -2.91845 9.55883 0.08
H 5.77903 6.14996 -5.91892 0.08
H 2.51928 -2.83256 -2.70217 0.01
H 6.69151 5.11305 -2.42327 0.07
H 2.27338 5.30251 -3.96532 0.08
H 1.40536 -1.49649 -7.56084 0.08
H -0.77081 -2.78740 5.90777 0.08
H 2.29110 -0.02251 -8.03244 0.07
H 0.10934 -6.61658 6.37425 0.08
H 0.77098 0.61592 -4.49223 0.03
H -6.58104 3.54598 -6.56271 0.07
H 3.55920 9.08266 -3.05288 0.08
H -5.01498 -1.46909 9.47553 0.07
H 1.46425 -8.81918 5.06886 0.05
H -4.93436 -7.50803 0.59937 0.07
H -1.36425 5.53934 -2.82989 0.09